DFT (the ωB97M-V functional and the def2-TZVPD basis) results for a molecular structure, C9H13F11O2Sb.

Computed properties:
M ... 483.9 g/mol
Energy ... -1839.86978 Ha
Net charge ... -1

Each line ends with the Löwdin charge.
Element x y z (Å)
1 F 5.206 -1.283 -0.201  0.09
2 C 4.263 -1.400 0.767  -0.29
3 F 4.762 -0.881 1.917  0.09
4 C 2.964 -0.681 0.355  -0.36
5 F 2.541 -1.301 -0.755  0.14
6 F 2.075 -0.935 1.349  0.12
7 C 3.072 0.867 0.084  -0.33
8 F 4.381 1.224 0.243  0.12
9 F 2.747 1.129 -1.184  0.16
10 C 2.261 1.779 1.048  -0.40
11 F 2.744 1.537 2.305  0.10
12 F 2.633 3.053 0.733  0.11
13 C 0.743 1.695 1.098  -0.15
14 O 0.183 1.854 -0.167  -0.17
15 C -1.235 2.090 -0.075  -0.31
16 C -2.048 1.481 -1.205  -0.37
17 Sb -1.471 -0.618 -1.752  0.80
18 C -3.538 -1.351 -1.186  -0.34
19 O -3.644 -2.490 -0.270  -0.05
20 C -3.380 -2.309 1.013  -0.74
21 F -3.471 -1.025 1.428  0.12
22 F -2.153 -2.756 1.375  0.11
23 F -4.262 -3.024 1.766  0.11
24 H 4.028 -2.458 0.925  0.17
25 H 0.451 2.521 1.772  0.14
26 H 0.437 0.752 1.568  0.13
27 H -1.599 1.675 0.877  0.10
28 H -1.359 3.185 -0.025  0.11
29 H -2.052 2.111 -2.103  0.04
30 H -3.080 1.438 -0.830  0.03
31 H -0.887 -0.808 -0.090  -0.07
32 H -1.075 -2.309 -2.099  -0.11
33 H -2.169 -0.372 -3.380  -0.10
34 H 0.090 -0.094 -2.347  -0.11
35 H -4.208 -0.557 -0.832  0.04
36 H -3.949 -1.742 -2.122  0.04